Entry 1:
# C29H51AsN8O7ReSSbSi2

A molecular structure, C29H51AsN8O7ReSSbSi2 (the ωB97M-V functional and the def2-TZVPD basis, OMol25).

Positions of all 101 atoms, in Å:
Re  0.16  1.21  1.44
C  -3.54  -1.16  5.30
C  -4.12  -1.10  3.90
N  -3.74  0.10  3.17
C  -2.49  0.22  2.63
S  -2.08  1.84  2.09
N  -1.74  -0.84  2.56
N  -0.47  -0.59  2.03
C  0.46  -1.53  2.23
C  0.14  -2.89  2.76
C  1.79  -1.13  1.98
C  2.93  -1.94  2.22
C  4.18  -1.40  2.13
C  4.34  -0.05  1.75
C  3.21  0.68  1.48
N  1.98  0.17  1.56
H  -3.81  -2.10  5.79
H  -3.92  -0.34  5.92
H  -2.46  -1.09  5.26
H  -5.22  -1.13  3.92
H  -3.78  -1.95  3.31
H  -4.14  0.97  3.46
H  -0.91  -2.93  3.04
H  0.75  -3.13  3.63
H  0.33  -3.66  2.00
H  2.80  -2.97  2.53
H  5.05  -2.01  2.34
H  5.32  0.41  1.67
H  3.26  1.72  1.18
C  -6.17  -2.46  -0.17
Sb  -4.25  -1.47  -0.07
C  -3.18  -3.25  -0.65
C  -4.42  -0.70  -2.08
H  -6.33  -2.87  -1.17
H  -6.97  -1.75  0.05
H  -6.21  -3.26  0.56
H  -3.66  -3.72  -1.51
H  -3.17  -3.95  0.18
H  -2.15  -2.99  -0.89
H  -4.90  -1.43  -2.73
H  -3.42  -0.48  -2.46
H  -4.99  0.23  -2.07
C  -1.06  1.34  -2.46
C  -0.11  2.06  -1.50
C  1.31  2.08  -2.06
C  -0.63  3.48  -1.26
N  -0.08  1.35  -0.25
H  -1.06  1.84  -3.43
H  -2.08  1.34  -2.07
H  -0.75  0.30  -2.61
H  1.34  2.63  -3.00
H  1.66  1.06  -2.25
H  1.98  2.55  -1.35
H  -0.73  4.00  -2.21
H  0.07  4.03  -0.63
H  -1.60  3.45  -0.76
C  -1.88  -2.48  -4.30
Si  0.00  -2.44  -4.36
C  0.50  -1.08  -5.57
C  0.59  -4.11  -5.00
As  0.84  -2.05  -2.18
Si  3.11  -2.44  -2.73
C  3.67  -1.93  -4.45
C  3.45  -4.28  -2.50
C  4.13  -1.48  -1.49
H  -2.26  -2.95  -5.21
H  -2.29  -1.48  -4.23
H  -2.25  -3.05  -3.45
H  0.86  -1.51  -6.51
H  1.27  -0.42  -5.19
H  -0.37  -0.46  -5.81
H  0.07  -4.34  -5.93
H  0.37  -4.91  -4.29
H  1.66  -4.12  -5.19
H  3.19  -2.50  -5.25
H  4.74  -2.11  -4.51
H  3.49  -0.87  -4.64
H  2.84  -4.91  -3.14
H  3.28  -4.58  -1.47
H  4.50  -4.48  -2.74
H  3.87  -0.42  -1.49
H  5.20  -1.56  -1.73
H  3.97  -1.86  -0.48
O  0.57  7.00  6.25
N  0.93  7.25  5.11
O  1.22  8.37  4.72
C  1.02  6.15  4.16
C  1.46  6.41  2.88
C  1.55  5.34  2.00
C  1.16  4.01  2.31
O  1.12  3.10  1.42
C  0.78  3.80  3.69
C  0.70  4.86  4.59
N  0.53  2.54  4.20
O  0.31  2.36  5.42
O  0.58  1.46  3.43
N  2.08  5.66  0.68
O  1.91  6.80  0.26
O  2.70  4.81  0.07
H  1.73  7.40  2.57
H  0.40  4.67  5.60

- E: -5631.73385 Eh
- Spin multiplicity: 4
- Expectation value of S²: 3.79
- HOMO (alpha / beta): -3.55 / -5.04 eV
- Energy relative to the best compared isomer or geometry (same formula, charge and spin): 0.00 kcal/mol
- Net charge: -1

***

Entry 2:
# C29H51Br18N3O3P2

10 unconnected molecules or ions with the total composition C29H51Br18N3O3P2 at a distorted geometry (the ωB97M-V functional and the def2-TZVPD basis, OMol25).

Positions of all 106 atoms, in Å:
C  0.89  0.05  -1.41
C  0.26  -1.35  -1.40
P  -0.03  -1.97  0.31
C  -0.04  -3.79  0.14
C  1.46  -1.48  1.28
C  1.26  -0.62  2.33
C  2.35  -0.17  3.12
C  3.61  -0.60  2.82
C  3.84  -1.48  1.74
N  5.11  -1.85  1.47
C  5.28  -2.67  0.47
P  7.04  -3.14  0.25
O  7.53  -3.71  1.50
O  7.22  -4.16  -0.95
O  7.84  -1.81  -0.11
C  4.19  -3.11  -0.32
N  4.45  -3.97  -1.43
N  2.96  -2.75  -0.11
C  2.77  -1.93  0.96
H  1.08  0.46  -0.42
H  0.22  0.75  -1.91
H  1.83  0.04  -1.94
H  0.93  -2.04  -1.91
H  -0.70  -1.32  -1.89
H  0.86  -4.21  -0.30
H  -0.86  -4.03  -0.53
H  -0.22  -4.29  1.08
H  0.27  -0.27  2.55
H  2.13  0.51  3.92
H  4.46  -0.27  3.40
H  7.22  -3.69  -1.80
H  7.38  -1.25  -0.75
H  4.29  -4.93  -1.16
H  3.74  -3.78  -2.13
Br  -4.30  -4.68  -2.13
C  -4.26  -5.24  -0.27
C  -4.69  -4.11  0.63
Br  -3.28  -2.78  0.77
H  -3.25  -5.58  -0.07
H  -4.95  -6.08  -0.19
H  -4.86  -4.47  1.64
H  -5.57  -3.60  0.28
Br  0.56  0.41  5.52
C  -0.23  2.18  5.27
C  -1.53  2.10  4.52
Br  -1.24  1.79  2.62
H  0.52  2.78  4.76
H  -0.39  2.57  6.27
H  -2.05  3.05  4.57
H  -2.17  1.30  4.87
Br  -5.15  1.82  3.16
C  -5.31  0.71  1.57
C  -6.53  -0.18  1.61
Br  -6.31  -1.69  2.82
H  -4.39  0.15  1.49
H  -5.39  1.40  0.74
H  -6.69  -0.61  0.63
H  -7.43  0.34  1.93
Br  -8.44  4.50  2.17
C  -8.19  4.14  4.06
C  -8.49  5.35  4.90
Br  -7.07  6.68  4.80
H  -7.17  3.78  4.18
H  -8.88  3.33  4.30
H  -8.56  5.07  5.95
H  -9.41  5.84  4.59
Br  7.26  1.36  -4.47
C  8.82  0.26  -4.09
C  8.70  -1.12  -4.68
Br  7.47  -2.22  -3.64
H  8.94  0.25  -3.01
H  9.66  0.78  -4.54
H  9.65  -1.63  -4.64
H  8.32  -1.12  -5.69
Br  2.64  2.59  -2.86
C  1.63  4.24  -2.78
C  1.86  4.98  -1.49
Br  0.91  4.14  -0.01
H  0.58  3.98  -2.93
H  1.97  4.84  -3.63
H  1.46  5.99  -1.55
H  2.90  5.01  -1.21
Br  -5.81  -0.69  -4.01
C  -4.55  -1.55  -5.23
C  -3.23  -1.83  -4.56
Br  -2.17  -0.21  -4.36
H  -4.46  -0.90  -6.09
H  -5.03  -2.48  -5.52
H  -2.63  -2.49  -5.17
H  -3.34  -2.25  -3.56
Br  11.21  -4.25  -5.89
C  11.82  -4.97  -4.19
C  10.87  -4.61  -3.07
Br  11.08  -2.75  -2.55
H  12.82  -4.60  -4.03
H  11.85  -6.05  -4.32
H  11.09  -5.18  -2.18
H  9.83  -4.74  -3.35
Br  -12.33  6.58  2.37
C  -10.79  7.77  2.46
C  -10.83  8.64  3.69
Br  -12.11  10.09  3.51
H  -10.78  8.34  1.54
H  -9.92  7.11  2.49
H  -9.86  9.12  3.84
H  -11.10  8.09  4.58

- E: -48540.68337 Eh
- HOMO: -7.78 eV
- SMILES: CCP(C)c1cccc2nc(P(=O)(O)O)c(N)nc12.BrCCBr.BrCCBr.BrCCBr.BrCCBr.BrCCBr.BrCCBr.BrCCBr.BrCCBr.BrCCBr

***

Entry 3:
# C29H51ClI2N3O12PS

3 unconnected molecules or ions with the total composition C29H51ClI2N3O12PS at a distorted geometry (the ωB97M-V functional and the def2-TZVPD basis, OMol25).

Positions of all 100 atoms, in Å:
C  8.67  0.18  -0.06
C  7.13  0.30  0.41
O  6.77  1.71  0.44
C  5.54  1.95  -0.25
O  5.30  1.61  -1.44
C  4.41  2.76  0.54
C  3.28  1.79  1.23
C  2.06  1.74  0.19
C  0.72  0.99  0.77
O  1.32  -0.30  1.24
C  1.22  -1.29  0.24
N  1.52  -2.11  -0.61
O  0.00  0.61  -0.41
C  -1.28  1.20  -0.65
C  -1.90  0.31  -1.88
C  -0.96  -0.91  -2.33
O  -0.23  -0.94  -3.36
C  -1.28  2.72  -1.20
C  -0.10  2.99  -2.31
C  -0.70  3.12  -3.82
I  0.60  5.05  -1.85
C  -2.16  1.01  0.73
C  -3.64  1.59  0.37
C  -4.85  0.59  0.82
C  -6.21  1.49  0.63
C  -7.46  0.59  0.15
S  -9.10  1.40  0.42
O  -9.45  2.39  -0.68
O  -10.13  0.27  0.30
Cl  -9.35  2.24  2.30
P  -2.25  -0.79  1.35
N  -2.79  -1.84  0.27
N  -1.54  1.83  1.88
C  -2.26  1.68  3.18
C  -2.12  2.98  4.16
O  -2.67  4.06  3.82
C  -0.05  1.80  1.92
I  0.53  3.96  1.95
C  0.58  1.30  3.36
O  0.36  0.17  3.90
O  1.36  2.17  4.15
H  8.93  0.85  -0.97
H  8.91  -0.92  -0.31
H  9.33  0.54  0.80
H  7.07  -0.10  1.49
H  6.41  -0.33  -0.22
H  3.87  3.41  -0.25
H  4.83  3.53  1.31
H  3.74  0.76  1.43
H  3.04  2.28  2.24
H  2.42  1.00  -0.64
H  1.84  2.70  -0.37
H  -2.06  0.96  -2.83
H  -2.93  -0.13  -1.64
H  -0.93  -1.82  -1.62
H  -1.34  3.53  -0.40
H  -2.26  2.83  -1.82
H  0.76  2.24  -2.24
H  -0.76  2.06  -4.29
H  0.00  3.73  -4.50
H  -1.76  3.55  -3.83
H  -3.85  2.57  0.95
H  -3.82  1.82  -0.73
H  -4.83  0.33  1.93
H  -4.91  -0.31  0.11
H  -5.99  2.36  -0.11
H  -6.39  2.02  1.65
H  -7.34  0.45  -0.99
H  -7.39  -0.40  0.73
H  -3.13  -0.87  2.50
H  -0.97  -1.29  1.82
H  -2.05  -2.57  0.14
H  -1.80  2.80  1.57
H  -3.42  1.64  3.06
H  -2.04  0.73  3.77
H  -1.54  2.82  5.14
C  7.50  -5.26  0.75
C  7.99  -3.85  0.46
C  9.46  -3.69  0.83
O  7.21  -2.91  1.21
H  7.59  -5.49  1.82
H  6.44  -5.36  0.50
H  8.07  -6.00  0.18
H  7.85  -3.62  -0.60
H  9.62  -3.87  1.90
H  9.79  -2.67  0.63
H  10.08  -4.38  0.26
H  7.33  -3.11  2.15
C  -4.04  -4.63  -3.34
C  -5.14  -4.08  -2.44
C  -5.53  -2.67  -2.86
O  -4.68  -4.06  -1.09
H  -3.14  -4.02  -3.28
H  -3.76  -5.64  -3.02
H  -4.36  -4.68  -4.38
H  -6.01  -4.74  -2.49
H  -4.68  -1.99  -2.78
H  -6.31  -2.28  -2.20
H  -5.90  -2.65  -3.89
H  -3.91  -3.48  -1.05

- E: -3997.36566 Eh
- HOMO: -8.52 eV
- SMILES: CCOC(=O)CCC[C@]1(OC#N)O[C@](CC=O)(C[C@@H](C)I)[C@@](CCCCS(=O)(=O)Cl)([PH2]=N)[N@@H+](CC=O)[C@@]1(I)C(=O)[O-].CC(C)O.CC(C)O

***

Entry 4:
# C29H51F13LiO24P2

A molecular structure, C29H51F13LiO24P2 at a distorted geometry (the ωB97M-V functional and the def2-TZVPD basis, OMol25).

Positions of all 120 atoms, in Å:
Li  18.82  20.06  -20.85
P  18.24  17.54  -20.07
F  18.33  16.38  -21.16
F  19.21  16.72  -19.10
F  19.54  18.31  -20.73
F  18.17  18.77  -19.01
F  17.35  18.48  -21.06
F  16.92  16.87  -19.46
P  21.99  20.83  -21.33
F  23.48  20.32  -21.65
F  21.84  19.73  -20.13
F  22.56  21.89  -20.24
F  20.46  21.33  -20.97
F  22.07  21.96  -22.45
F  21.37  19.79  -22.37
C  17.12  13.77  -18.71
C  15.69  13.98  -19.26
O  15.64  13.07  -20.37
C  16.88  12.68  -20.71
O  17.14  11.96  -21.62
O  17.78  13.22  -19.87
H  17.23  13.12  -17.85
H  17.63  14.72  -18.57
H  15.49  14.99  -19.61
H  14.92  13.68  -18.55
C  14.05  18.10  -19.90
C  14.44  19.27  -20.78
O  13.26  20.09  -20.74
C  12.21  19.27  -20.48
O  11.07  19.60  -20.50
O  12.64  18.02  -20.17
H  14.21  18.30  -18.85
H  14.64  17.26  -20.24
H  14.61  18.94  -21.81
H  15.32  19.79  -20.41
C  23.26  15.94  -28.46
C  22.01  15.43  -27.76
O  22.03  15.88  -26.42
C  21.01  15.51  -25.64
O  20.01  14.97  -26.02
O  21.31  15.85  -24.39
C  20.24  15.82  -23.47
H  24.15  15.69  -27.89
H  23.21  17.03  -28.50
H  23.37  15.47  -29.43
H  21.83  14.37  -27.93
H  21.13  15.87  -28.25
H  20.62  15.79  -22.45
H  19.60  14.94  -23.59
H  19.62  16.71  -23.54
C  18.41  18.38  -25.87
C  17.66  19.13  -24.82
O  17.92  20.55  -25.02
C  18.16  21.31  -23.98
O  18.34  20.96  -22.83
O  18.18  22.58  -24.37
C  18.87  23.47  -23.48
H  18.30  17.30  -25.73
H  19.47  18.64  -25.83
H  17.98  18.58  -26.85
H  17.94  18.85  -23.81
H  16.58  19.03  -24.93
H  19.11  24.33  -24.09
H  19.76  23.01  -23.04
H  18.23  23.73  -22.63
C  17.29  21.82  -16.08
C  18.01  20.52  -16.37
O  19.05  20.38  -15.37
C  19.62  19.20  -15.14
O  20.39  19.01  -14.25
O  19.24  18.28  -16.03
C  19.92  17.04  -15.94
H  18.01  22.56  -15.73
H  16.48  21.73  -15.36
H  16.89  22.24  -17.00
H  18.49  20.47  -17.34
H  17.33  19.67  -16.34
H  19.49  16.37  -16.69
H  19.87  16.59  -14.95
H  20.97  17.15  -16.19
C  20.46  23.90  -17.50
C  19.88  23.00  -18.58
O  18.57  23.54  -18.92
C  17.67  22.75  -19.46
O  17.75  21.57  -19.68
O  16.54  23.44  -19.60
C  15.50  22.80  -20.33
H  20.89  23.31  -16.70
H  19.66  24.50  -17.07
H  21.21  24.60  -17.87
H  19.79  21.99  -18.21
H  20.48  23.00  -19.49
H  14.77  23.57  -20.54
H  15.12  21.95  -19.77
H  15.85  22.36  -21.27
C  11.35  15.37  -18.71
C  12.04  15.27  -17.37
O  13.23  16.02  -17.53
C  14.18  15.99  -16.58
O  14.01  15.76  -15.42
O  15.34  16.26  -17.18
C  16.45  16.56  -16.34
H  10.92  16.38  -18.78
H  10.47  14.73  -18.81
H  12.02  15.29  -19.56
H  12.22  14.22  -17.12
H  11.42  15.66  -16.56
H  16.99  15.63  -16.14
H  16.23  16.96  -15.35
H  17.03  17.27  -16.93
C  24.11  17.50  -19.92
C  23.11  16.87  -20.87
O  23.57  15.55  -20.94
C  24.90  15.54  -20.61
O  25.58  14.58  -20.70
O  25.28  16.76  -20.18
F  23.25  17.44  -22.13
H  23.70  17.31  -18.92
H  24.23  18.57  -20.10
H  22.05  16.97  -20.66

- E: -4930.68267 Eh
- HOMO: -8.95 eV
- Net charge: -1